1.
32
Properties=species:S:1:pos:R:3 method="wB97M-V/def2-TZVPD" de_lowest_ev=1.3609 smiles="C/C(=C/O[Si](C)(C)C)c1ccccc1" e_homo_ev=-7.85 lumo_ev=0.77 homo_lumo_gap_ev=8.619 max_force_ha_per_bohr=0.113
H -1.550 0.308 0.060
C -0.798 -1.576 0.686
C -0.966 -2.942 0.560
C 0.910 3.875 -0.051
C -2.612 -1.216 -0.848
C -1.896 -3.439 -0.340
H 0.420 0.811 -2.708
H 1.954 4.112 0.087
H -3.597 -2.813 -1.544
C -0.069 1.689 -2.219
C 0.673 0.313 1.341
H 0.294 3.994 0.814
C -2.725 -2.576 -0.965
Si 0.924 2.081 -0.639
H -3.294 -0.574 -1.396
C -1.644 -0.727 0.015
H -0.240 -3.485 1.080
H -1.101 1.466 -2.018
C 2.553 1.155 -0.833
H 2.560 0.668 -1.782
H 1.418 0.651 2.072
O 0.071 1.245 0.513
H 0.067 2.587 -2.789
H -2.114 -4.447 -0.372
H 3.202 2.027 -0.846
C 0.867 -1.699 2.607
H 1.800 -2.141 2.209
H 0.462 4.480 -0.862
C 0.244 -0.982 1.574
H 0.215 -2.378 3.158
H 2.795 0.517 0.056
H 1.176 -0.984 3.382

=====

2.
40
Properties=species:S:1:pos:R:3 method="wB97M-V/def2-TZVPD" smiles="O=S(=O)(NS(=O)(=O)C(F)(F)F)C(F)(F)F.ClC(Cl)Cl.ClCCCl.ClCCCl.O" e_homo_ev=-11.12 lumo_ev=0.37 homo_lumo_gap_ev=11.488 max_force_ha_per_bohr=0.136
C 9.771 7.009 10.737
H 10.821 12.707 12.948
C 8.336 11.107 6.111
C 7.792 10.306 7.344
H 10.312 11.244 10.263
F 4.558 9.652 10.868
O 7.159 9.393 11.610
H 8.523 11.237 10.595
N 7.573 11.769 11.193
H 7.634 11.940 5.881
S 7.544 13.289 11.943
H 8.438 10.537 5.171
Cl 9.305 7.354 12.444
O 6.212 13.617 12.371
Cl 9.927 11.699 6.501
F 4.370 11.816 10.907
O 8.683 13.516 12.837
C 12.889 12.186 12.745
Cl 10.806 10.385 13.139
Cl 12.827 12.151 11.013
C 11.500 12.001 13.335
H 7.993 10.860 8.224
H 9.582 9.874 10.129
C 7.899 14.310 10.540
C 5.153 10.817 10.689
H 13.217 13.178 13.186
Cl 8.512 8.621 7.392
Cl 11.510 7.209 10.404
S 6.539 10.636 11.797
H 9.248 7.740 10.104
F 5.460 10.870 9.437
F 9.026 14.030 9.872
H 13.626 11.437 13.091
O 6.104 11.112 13.149
Cl 9.250 5.380 10.347
O 9.570 10.764 9.882
F 6.968 14.436 9.651
H 11.529 12.148 14.435
H 6.730 10.065 7.294
F 8.035 15.469 11.081

=====

3.
102
Properties=species:S:1:pos:R:3 method="wB97M-V/def2-TZVPD" de_lowest_ev=0.0000 spin_multiplicity=2 e_homo_ev="-7.53 / -7.57" lumo_ev="-0.54 / -0.27" homo_lumo_gap_ev="6.997 / 7.298" max_force_ha_per_bohr=0.016
H 4.329 0.824 -1.771
H -0.427 0.022 -6.013
C -1.234 -6.435 1.552
Si 2.416 -0.777 -2.053
H -3.167 -0.808 -4.258
H -0.443 3.155 -3.730
C -2.837 0.225 -4.095
C -4.390 1.734 -0.414
H -0.121 3.458 -0.248
H 2.158 0.064 6.617
C 0.214 0.478 -5.255
H 4.718 -0.805 -1.257
H -0.737 -2.688 -3.078
C -0.202 3.171 -2.665
C 2.088 0.937 4.669
Si 1.316 2.084 -2.330
C 2.175 -1.258 2.478
O -2.871 -1.964 0.220
C 3.940 -0.036 -1.223
H 2.933 -2.707 -0.570
H -2.388 2.358 -0.551
C -0.306 -5.941 0.646
S -0.929 4.272 1.898
N -0.613 1.876 1.022
H -2.616 0.672 -5.071
H -5.360 -1.539 -0.275
O 0.078 -1.484 1.398
H -1.108 2.847 -2.150
C 2.482 2.434 -3.778
H -3.663 0.780 -3.645
H 3.784 0.244 -0.182
H 2.066 2.165 -4.747
O -1.734 0.287 -3.223
C -0.492 -4.694 0.075
H 1.904 2.591 0.104
C 2.786 2.051 2.636
C -4.743 -0.655 -0.357
C -1.517 0.556 2.937
Cl 1.281 4.847 5.044
H 1.593 -1.585 3.338
H 2.372 3.882 -1.028
H 2.367 -1.566 -4.489
C 2.116 -2.456 -1.254
C -2.548 -4.439 1.313
H -4.796 2.733 -0.432
C 2.633 0.892 3.384
H 2.728 -2.123 2.109
H -1.084 -7.410 2.000
H 2.075 -3.238 -2.016
H 3.311 2.401 -0.897
H 0.224 -4.297 -0.631
Si -0.198 -0.277 -3.575
H -3.140 -1.259 -1.670
H 1.029 -0.737 5.530
H 1.247 0.291 -5.553
C 2.298 2.798 -0.884
H 2.475 4.178 2.539
C -3.295 -0.861 -0.657
C -2.072 0.627 4.196
H 0.564 -6.529 0.385
O -1.032 -2.119 -1.021
C -2.288 1.856 4.833
C 0.835 0.278 -2.099
H 1.241 2.244 6.144
Br -7.082 0.868 0.030
C 1.658 2.173 5.147
H 3.438 1.920 -3.664
H 0.045 1.556 -5.280
H -1.353 -0.396 2.449
C -1.403 2.969 2.934
C -0.321 -2.128 -3.909
H 0.006 4.213 -2.400
C -5.239 0.578 -0.274
H -3.415 -3.847 1.568
H 2.701 3.506 -3.798
O 1.421 0.054 0.565
O 3.127 -0.265 2.808
H 3.923 -1.798 -3.716
N -2.455 0.285 -0.444
H 1.180 -2.470 -0.700
H 3.231 1.965 1.656
H 2.773 -0.994 5.351
C -1.957 3.040 4.209
H -0.975 -2.260 -4.778
C -1.611 -3.939 0.413
C -1.782 -2.601 -0.190
H 3.452 -0.199 -4.274
H -2.124 3.995 4.688
H -2.354 -0.289 4.700
C -3.061 1.518 -0.476
C -0.477 3.127 0.713
H 0.637 -2.576 -4.174
C 3.077 -1.109 -3.803
H -2.731 1.877 5.820
C -1.168 1.747 2.297
C 1.171 -0.864 1.413
C -2.356 -5.687 1.883
C 2.008 -0.254 5.586
C 1.794 3.317 4.386
H -3.080 -6.077 2.586
C 2.361 3.273 3.123
Ru -0.485 0.146 -0.368

=====

4.
16
Properties=species:S:1:pos:R:3 method="wB97M-V/def2-TZVPD" de_lowest_ev=2.0220 e_homo_ev="-8.85 / -8.85" lumo_ev="-0.15 / -0.15" homo_lumo_gap_ev="8.701 / 8.701" max_force_ha_per_bohr=0.074
H -0.918 1.004 -2.252
C -0.594 -0.938 1.480
H -0.696 -1.497 -1.405
C 0.155 1.750 -0.776
H -2.102 -0.091 0.633
H 1.354 -1.741 1.486
N 0.758 -1.044 1.059
O -0.217 2.892 -0.847
Br 1.929 1.940 1.288
C 0.855 -0.790 -0.262
N 1.346 1.328 -0.321
N -1.366 -0.705 0.421
N -0.716 0.785 -1.287
H 1.672 -1.130 -1.003
O -0.928 -1.220 2.598
C -0.533 -0.544 -0.813

=====

5.
18
Properties=species:S:1:pos:R:3 method="wB97M-V/def2-TZVPD" de_lowest_ev=0.5432 smiles="CC(N)=O.CSC" e_homo_ev=-8.08 lumo_ev=0.69 homo_lumo_gap_ev=8.770 max_force_ha_per_bohr=0.033
N -0.897 -1.334 -1.635
H 0.009 -1.256 -2.073
C -0.879 -1.428 -0.292
H 1.641 0.429 2.482
H 1.792 -0.145 0.773
H 0.296 2.971 -0.861
S 1.373 2.250 1.126
O 0.151 -1.480 0.353
H -2.879 -2.177 -0.076
H 0.253 1.192 -0.755
H -2.107 -1.484 1.426
C 2.065 0.619 1.502
H -1.648 -1.052 -2.237
C -2.238 -1.436 0.371
C 0.856 2.077 -0.596
H 3.152 0.602 1.466
H 1.716 2.090 -1.210
H -2.655 -0.438 0.235

=====

6.
37
Properties=species:S:1:pos:R:3 method="wB97M-V/def2-TZVPD" total_charge=-2 de_lowest_ev=0.0452 spin_multiplicity=2 e_homo_ev="1.59 / -5.31" lumo_ev="5.32 / 5.11" homo_lumo_gap_ev="3.735 / 10.423" max_force_ha_per_bohr=0.060
H -3.651 2.407 -0.894
O -0.603 -1.637 -3.591
H 3.567 -0.250 -0.171
O -2.558 -3.693 0.291
F 0.221 0.364 -1.652
O 1.150 2.894 -1.965
H -2.421 2.129 3.002
O -3.883 1.489 -0.753
H -0.683 -1.590 -2.638
H 0.125 -0.405 3.182
H -3.094 1.096 -0.382
F -0.059 -1.200 1.598
H 0.468 -3.190 3.520
O 0.418 -0.389 4.092
As 0.089 -0.412 -0.016
H -0.386 -0.475 4.605
H 1.120 3.582 -1.300
H 0.685 2.157 -1.569
H 4.467 -1.467 -0.138
O 4.473 -0.526 -0.313
H 0.308 1.820 -4.218
H -2.051 -2.902 0.109
F -1.375 0.495 0.232
H 0.480 -4.169 2.365
H 0.339 -1.676 -3.751
O -2.319 1.177 3.032
O -0.209 2.363 -4.812
O 0.808 -4.045 3.256
H 2.581 2.276 0.947
F 1.056 0.916 0.688
H -3.421 -3.516 -0.085
H -0.642 1.738 -5.394
H 2.690 3.707 0.465
F -0.931 -1.712 -0.755
F 1.587 -1.364 -0.351
H -1.547 1.002 2.494
O 3.198 3.004 0.871

=====

7.
9
Properties=species:S:1:pos:R:3 method="wB97M-V/def2-TZVPD" de_lowest_ev=1.5231 smiles="S=c1ncn(S)o1" e_homo_ev=-8.85 lumo_ev=-0.24 homo_lumo_gap_ev=8.608 max_force_ha_per_bohr=0.020
N 1.088 1.107 -0.026
C -0.189 1.068 -0.140
S -2.206 -0.827 -0.092
N -0.681 -0.186 -0.366
H -2.115 -0.967 1.252
O 0.420 -1.032 -0.305
C 1.526 -0.217 -0.125
S 3.020 -0.833 -0.066
H -0.862 1.887 -0.133

=====

8.
16
Properties=species:S:1:pos:R:3 method="wB97M-V/def2-TZVPD" total_charge=+1 de_lowest_ev=0.5893 spin_multiplicity=2 e_homo_ev="-14.49 / -14.49" lumo_ev="-3.66 / -11.29" homo_lumo_gap_ev="10.825 / 3.195" max_force_ha_per_bohr=0.038
C -1.479 1.526 0.149
C 0.682 -1.846 -0.171
H -0.057 2.989 0.836
H 1.905 -3.424 -0.997
H -1.845 3.358 1.057
H 0.124 -2.222 0.686
H -2.266 1.456 -0.632
H 2.412 -2.993 0.555
H 2.803 -1.887 -0.735
C -1.039 2.870 0.384
H 0.106 -2.019 -1.072
H -0.706 0.818 -0.181
H 0.780 -0.754 -0.104
H -2.073 1.043 0.971
H -1.377 3.636 -0.378
C 2.030 -2.551 -0.368

=====

9.
22
Properties=species:S:1:pos:R:3 method="wB97M-V/def2-TZVPD" total_charge=+1 de_lowest_ev=3.6960 e_homo_ev=-14.06 lumo_ev=-3.11 homo_lumo_gap_ev=10.950 max_force_ha_per_bohr=0.158
O 0.887 -2.417 -0.318
H -0.275 -2.087 -2.620
C -1.983 0.494 0.911
H 2.761 -1.547 1.161
H 3.458 -0.182 1.836
H -3.561 2.119 1.501
N 1.386 -0.243 -0.672
N 2.375 1.532 0.218
H -1.864 0.345 2.095
H -3.942 0.429 1.226
N 0.285 -1.258 -2.265
H 0.648 -3.395 -0.450
N 2.830 -0.522 1.141
H 3.101 2.062 0.778
C 2.110 0.212 0.245
H -3.538 1.365 -0.073
H -1.077 1.100 0.546
H 1.613 1.993 -0.353
H -2.059 -0.421 0.311
C -3.317 1.188 0.904
C 0.752 -1.410 -1.179
H 1.401 0.398 -1.449

=====

10.
94
Properties=species:S:1:pos:R:3 method="wB97M-V/def2-TZVPD" de_lowest_ev=0.2123 spin_multiplicity=4 e_homo_ev="-7.60 / -7.60" lumo_ev="0.35 / 0.12" homo_lumo_gap_ev="7.947 / 7.721" max_force_ha_per_bohr=0.016
H 0.523 7.469 1.002
C -3.750 4.714 -1.706
C -5.093 5.027 -1.564
C 4.151 0.632 -5.144
C -0.254 -2.535 2.339
P -0.629 5.288 2.428
Cr 0.141 -0.290 0.248
C 1.580 6.349 -2.612
C -1.675 5.399 3.923
H -3.190 5.147 -2.523
H 3.416 -0.869 3.000
H -1.026 -0.616 2.558
H 2.653 5.991 -0.786
O 1.309 0.458 -1.136
Se 1.406 5.657 2.845
C -3.249 7.554 0.227
H 1.890 -1.099 4.682
N 2.070 -0.007 1.598
H -0.956 3.558 4.762
H -0.397 9.244 -0.458
H 0.804 -0.177 3.682
C -0.759 3.567 1.794
C -0.298 4.551 -1.612
O -0.846 -1.440 -2.210
C -3.179 -2.473 -1.412
H 0.306 6.474 -4.339
H -2.749 -2.524 -2.408
C 2.779 -0.124 -2.883
H 2.825 0.109 0.931
H 1.961 0.886 2.073
C 1.386 -1.100 3.715
C 4.237 -0.676 -4.680
C -2.292 4.562 6.100
H -3.628 5.792 7.249
C -0.472 5.123 -2.876
H -1.774 -1.506 1.387
H -5.786 3.211 1.208
C -3.080 5.684 6.321
C -3.131 3.859 -0.800
H 2.307 7.052 -2.999
Se -1.496 1.679 -2.442
N -0.383 2.689 2.755
C -2.450 6.532 4.162
H -1.300 4.815 -3.499
H 3.277 2.567 -4.835
H -3.410 2.636 0.949
H -1.020 -3.302 2.460
H 4.840 -1.402 -5.209
O -2.302 -1.762 -0.526
H -0.313 -2.176 4.458
C -1.054 8.490 -0.044
H -5.565 5.693 -2.275
C 0.452 6.032 -3.362
N -0.593 1.551 0.926
H 1.013 4.420 0.097
H -2.830 9.317 -0.919
C 0.839 4.863 -0.874
C -1.140 -1.238 -1.060
H -4.312 7.581 0.030
C -0.531 7.491 0.763
C -2.724 6.535 1.009
H 0.984 -3.219 3.918
N 2.064 -1.664 -1.253
H 2.467 -1.998 2.050
H 0.450 -2.904 1.596
C 2.665 1.180 -3.330
C -1.360 6.505 1.292
C -1.585 4.421 4.917
C -5.217 3.636 0.391
C -0.901 2.835 0.610
P -1.441 3.254 -1.072
C 3.548 -1.068 -3.546
H -4.130 -1.944 -1.439
C 2.422 -1.048 2.585
N -0.874 -1.288 1.810
C 3.363 1.552 -4.471
H 2.023 1.871 -2.805
H 3.596 -2.084 -3.184
N -0.290 1.511 2.228
C -2.416 8.527 -0.304
H -2.214 3.795 6.860
O 1.283 -1.842 -0.240
N 2.033 -0.486 -1.695
C -3.150 6.672 5.353
H -2.494 7.332 3.435
H -3.741 7.563 5.522
C 1.777 5.756 -1.377
H -3.387 5.780 1.411
C 0.439 -2.303 3.673
C -3.875 3.316 0.246
H -6.876 4.740 -0.405
H 4.690 0.926 -6.035
C -5.828 4.492 -0.515
H -3.324 -3.475 -1.010

=====

11.
14
Properties=species:S:1:pos:R:3 method="wB97M-V/def2-TZVPD" de_lowest_ev=1.8003 smiles="CCOCC=O" e_homo_ev=-9.77 lumo_ev=1.01 homo_lumo_gap_ev=10.777 max_force_ha_per_bohr=0.014
H 1.209 0.260 2.195
O -0.790 2.399 1.670
C 0.332 0.278 1.523
C -0.543 -0.628 -0.525
C 0.163 -1.014 -1.801
O 0.584 -0.451 0.355
H -0.442 -1.493 -2.574
C 0.068 1.723 1.161
H 0.733 2.114 0.355
H 0.893 -1.718 -1.401
H -0.515 -0.145 2.068
H 0.681 -0.149 -2.222
H -1.204 -1.452 -0.209
H -1.170 0.276 -0.597